Formula: C24H42N6
Source: the Open Molecules 2025 dataset
Level of theory: ωB97M-V/def2-TZVPD

Kohn-Sham gap	11.501	eV
SMILES	CCCC#N.CCCC#N.CCCC#N.CCCC#N.CCCC#N.CCCC#N
E	-1268.15600	Eh
energy above the lowest of the compared OMol25 structures with the same formula, charge and spin	0.559	eV
HOMO	-0.408	Eh
LUMO energy	0.40	eV

```
! RIJCOSX wB97M-V def2-TZVPD def2/J DEFGRID3
* xyz 0 1
C 3.5546 -3.2651 -1.4425
C 3.4694 -4.7032 -0.9303
C 2.0494 -5.2548 -0.8520
C 1.2107 -4.8347 -1.9722
N 0.5756 -4.5034 -2.8680
H 2.9705 -2.5697 -0.8359
H 3.1984 -3.1903 -2.4729
H 4.5837 -2.9039 -1.4759
H 3.9714 -4.7462 0.0380
H 4.0882 -5.3300 -1.5774
H 1.5558 -4.9648 0.0768
H 2.0519 -6.3468 -0.8869
C -4.8935 -0.5604 -1.5653
C -6.3643 -0.1948 -1.4824
C -7.2068 -0.5363 -2.7273
C -6.9060 -1.8682 -3.2531
N -6.6631 -2.9090 -3.6769
H -4.7713 -1.5917 -1.9038
H -4.4301 -0.5032 -0.5820
H -4.3133 0.0920 -2.2189
H -6.4985 0.8729 -1.2917
H -6.8051 -0.6820 -0.6084
H -6.9620 0.1584 -3.5315
H -8.2690 -0.5471 -2.4908
C 1.8724 1.6932 -3.2037
C 1.1202 0.6769 -4.0547
C 0.7553 1.2212 -5.4292
C 0.2399 0.1982 -6.3348
N -0.1920 -0.5930 -7.0467
H 1.1851 2.4159 -2.7575
H 2.6347 2.2048 -3.7923
H 2.3505 1.2002 -2.3553
H 0.2455 0.3327 -3.4959
H 1.7166 -0.2327 -4.1681
H 1.6373 1.6830 -5.8766
H -0.0238 1.9858 -5.3669
C 0.0414 0.2351 7.1821
C 1.5426 0.1878 7.3595
C 2.2916 1.0532 6.3824
C 1.8721 0.8289 4.9953
N 1.5789 0.6754 3.8977
H -0.5553 -0.0259 8.0536
H -0.3063 -0.3389 6.3235
H -0.2611 1.2709 6.9668
H 1.9189 -0.8389 7.2409
H 1.8565 0.3741 8.3892
H 3.3703 0.8725 6.3556
H 2.1822 2.1293 6.5503
C 0.1237 4.6438 0.0165
C 1.6496 4.6165 0.2358
C 2.0606 3.6644 1.3626
C 1.3989 3.9441 2.6434
N 0.8880 4.1457 3.6503
H -0.2788 5.5419 0.4854
H -0.3366 3.7697 0.4700
H -0.0987 4.7502 -1.0428
H 2.0546 5.6152 0.3995
H 2.1738 4.2314 -0.6433
H 3.1318 3.7141 1.5632
H 1.7933 2.6498 1.0609
C -0.0400 -1.9453 -0.4692
C 0.5097 -0.7119 0.2063
C -0.3585 -0.2049 1.3775
C -1.5651 0.4388 0.8804
N -2.5159 0.9453 0.4815
H -1.0855 -1.8294 -0.7653
H 0.0423 -2.8441 0.1450
H 0.5012 -2.1334 -1.3980
H 0.5474 0.1114 -0.5140
H 1.5247 -0.8990 0.5601
H 0.2019 0.5068 1.9812
H -0.5924 -1.0486 2.0291
*
```